Entry 1:
Density functional theory data (ωB97M-V/def2-TZVPD) for a 3-piece molecular cluster, C34H50N2O9S overall.

Computed properties:
HOMO energy: -9.39 eV
orbital gap: 8.52 eV
multiplicity: 1

Element x y z (Å)
C 6.140 -1.060 2.659
C 5.188 -1.962 3.191
C 3.924 -2.973 3.606
C 2.682 -2.729 2.564
C 1.531 -3.910 2.585
C 0.041 -3.332 2.221
C 0.008 -2.131 1.107
C 0.852 -2.495 -0.290
C 1.682 -1.218 -0.898
C 2.517 -1.798 -2.226
C 4.060 -2.105 -1.765
C 5.072 -1.008 -2.475
C 6.019 -0.335 -1.300
C 7.416 0.280 -1.942
C 8.177 1.289 -0.846
O 8.796 0.505 0.235
C 9.180 1.382 1.352
O -1.409 -2.002 0.669
C -2.224 -1.305 1.675
C -2.842 0.145 1.147
C -3.271 1.143 2.409
C -1.929 0.882 0.003
C -1.626 2.470 0.434
C -2.659 0.962 -1.491
O 0.592 -0.845 1.577
S 1.783 -1.095 2.770
O 2.754 0.149 2.724
O 1.198 -1.080 4.234
H 6.749 -0.124 2.236
H 4.335 -4.071 3.379
H 3.592 -2.840 4.725
H 3.128 -2.738 1.456
H 1.603 -4.424 3.658
H 1.818 -4.682 1.745
H -0.569 -4.240 1.757
H -0.553 -3.034 3.212
H 1.614 -3.371 -0.150
H 0.066 -2.837 -1.108
H 2.520 -0.791 -0.181
H 0.927 -0.392 -1.260
H 2.436 -1.034 -3.139
H 2.021 -2.822 -2.507
H 4.289 -3.226 -2.091
H 4.233 -2.076 -0.596
H 5.705 -1.475 -3.373
H 4.423 -0.151 -2.969
H 6.252 -1.189 -0.512
H 5.395 0.561 -0.838
H 7.078 0.946 -2.869
H 8.142 -0.599 -2.281
H 7.329 2.025 -0.466
H 9.010 1.842 -1.474
H 8.636 2.420 1.378
H 8.911 0.812 2.352
H 10.355 1.565 1.368
H -3.182 -1.993 1.857
H -1.710 -1.221 2.743
H -3.876 -0.137 0.623
H -3.987 0.489 3.102
H -2.336 1.559 2.998
H -3.899 2.082 2.054
H -0.876 0.407 -0.181
H -2.631 3.069 0.451
H -1.032 2.513 1.465
H -0.856 2.877 -0.378
H -3.460 1.815 -1.572
H -3.055 -0.108 -1.759
H -1.786 1.228 -2.253
C -6.357 7.851 2.352
C -5.069 7.916 1.819
C -4.571 6.856 1.059
C -5.377 5.732 0.834
C -6.668 5.660 1.374
C -7.154 6.725 2.135
N -4.869 4.626 0.014
O -3.715 4.719 -0.430
O -5.624 3.664 -0.190
H -6.743 8.682 2.939
H -4.453 8.796 1.994
H -3.565 6.923 0.651
H -7.303 4.792 1.211
H -8.156 6.680 2.556
C -3.756 -2.483 -2.481
C -4.592 -3.571 -2.225
C -5.549 -3.956 -3.166
C -5.658 -3.243 -4.368
C -4.826 -2.145 -4.624
C -3.874 -1.768 -3.674
N -6.645 -3.657 -5.372
O -7.376 -4.621 -5.099
O -6.689 -3.023 -6.435
H -3.008 -2.191 -1.746
H -4.495 -4.123 -1.292
H -6.193 -4.806 -2.951
H -4.903 -1.580 -5.550
H -3.221 -0.920 -3.865


Entry 2:
Density functional theory data (ωB97M-V/def2-TZVPD) for C51H51Br4FLaN3O4P2SSb as an isolated structure.

Computed properties:
HOMO energy: -2.93 eV
orbital gap: 4.44 eV
total charge: -1
energy relative to the best compared isomer or geometry (same formula, charge and spin): 0.000 eV
multiplicity: 1

Element x y z (Å)
La 10.537 12.953 12.223
Br 5.746 10.262 17.236
C 7.189 10.400 16.057
C 8.070 9.291 15.867
Br 7.941 7.715 16.804
C 9.075 9.371 14.922
Br 10.452 8.065 14.774
C 9.221 10.496 14.060
O 10.001 10.549 13.044
C 8.512 11.767 14.524
O 8.940 12.904 14.073
C 7.394 11.589 15.406
Br 6.219 13.069 15.535
O 7.092 12.964 9.574
C 8.250 12.927 9.930
O 8.742 12.387 11.026
C 9.314 13.603 9.105
C 8.942 14.315 7.929
C 9.910 14.871 7.145
C 11.245 14.679 7.483
C 12.320 15.143 6.675
C 13.613 14.727 6.925
C 13.927 13.922 8.023
C 12.907 13.583 8.920
C 11.565 13.961 8.683
N 10.580 13.536 9.533
H 7.863 14.413 7.754
H 9.615 15.416 6.210
H 12.156 15.797 5.787
H 14.439 14.999 6.233
H 14.926 13.507 8.172
H 13.140 13.036 9.848
C 14.453 19.196 16.573
S 14.839 19.731 14.874
C 13.243 20.117 14.191
C 12.590 19.036 13.333
C 12.660 17.626 13.982
N 12.129 16.563 13.109
P 10.436 16.265 13.037
C 9.671 17.532 12.029
C 9.628 17.262 10.653
C 9.212 18.239 9.747
C 8.768 19.470 10.237
C 8.688 19.688 11.594
C 9.149 18.740 12.504
C 9.623 16.393 14.599
C 8.250 16.639 14.585
C 7.522 16.553 15.760
C 8.117 16.160 16.954
C 9.483 15.876 16.956
C 10.193 15.850 15.771
P 13.380 15.417 12.302
C 14.265 16.542 11.176
C 13.543 16.943 10.049
C 14.078 17.866 9.147
C 15.320 18.413 9.399
C 16.040 18.040 10.536
C 15.534 17.124 11.433
C 14.733 14.788 13.287
C 14.698 14.725 14.674
C 15.747 14.131 15.339
C 16.761 13.440 14.656
C 16.775 13.464 13.274
C 15.809 14.195 12.583
H 15.393 19.317 17.099
H 14.201 18.128 16.553
H 13.687 19.859 17.017
H 13.369 20.987 13.519
H 12.505 20.421 14.949
H 13.074 18.989 12.355
H 11.553 19.307 13.102
H 12.132 17.638 14.940
H 13.736 17.425 14.195
H 10.014 16.284 10.341
H 9.200 18.038 8.676
H 8.499 20.298 9.558
H 8.333 20.647 11.965
H 9.072 18.915 13.573
H 7.737 16.843 13.645
H 6.459 16.831 15.770
H 7.538 16.037 17.897
H 9.969 15.693 17.921
H 11.231 15.491 15.718
H 12.536 16.543 9.884
H 13.541 18.109 8.209
H 15.753 19.199 8.734
H 17.035 18.481 10.690
H 16.104 16.886 12.329
H 13.871 15.201 15.226
H 15.805 14.201 16.421
H 17.532 12.912 15.227
H 17.582 12.984 12.698
H 15.879 14.278 11.493
F 12.291 11.680 11.327
N 12.557 12.429 16.031
C 12.240 12.190 14.908
H 12.550 12.898 16.940
C 13.377 9.023 7.871
C 12.226 9.974 8.167
Sb 11.319 9.883 10.206
C 9.480 8.460 10.342
C 9.442 7.369 9.268
C 12.854 8.897 11.502
C 12.816 7.375 11.577
H 13.757 9.138 6.847
H 13.094 7.967 7.977
H 14.239 9.199 8.544
H 11.334 9.681 7.559
H 12.471 11.029 7.962
H 8.624 9.126 10.288
H 9.575 8.015 11.337
H 9.455 7.831 8.271
H 8.562 6.707 9.355
H 10.329 6.748 9.317
H 12.610 9.339 12.469
H 13.810 9.326 11.150
H 11.903 7.046 12.053
H 13.676 6.945 12.125
H 12.800 6.929 10.591


Entry 3:
Density functional theory data (ωB97M-V/def2-TZVPD) for C6H4S4 as an isolated structure.

Computed properties:
HOMO energy: -6.82 eV
orbital gap: 7.48 eV
energy relative to the best compared isomer or geometry (same formula, charge and spin): 0.416 eV
multiplicity: 1

Element x y z (Å)
S -0.874 1.751 1.736
S -1.295 -0.715 0.414
S 1.947 2.202 0.109
S 1.676 -0.538 -0.948
C -1.996 0.641 2.482
C -2.215 -0.481 1.866
C 3.393 1.476 -0.622
C 3.250 0.271 -1.174
C -0.243 0.619 0.534
C 0.889 0.757 -0.152
H -2.543 0.749 3.412
H -2.930 -1.222 2.294
H 4.377 2.122 -0.785
H 3.973 -0.225 -1.757


Entry 4:
Density functional theory data (ωB97M-V/def2-TZVPD) for a 6-piece molecular cluster, C4H22NO6 overall.

Computed properties:
HOMO energy: -13.83 eV
orbital gap: 11.36 eV
total charge: +1
energy relative to the best compared isomer or geometry (same formula, charge and spin): 3.065 eV
multiplicity: 1

Element x y z (Å)
O -2.407 -0.896 -1.972
C -1.123 -0.332 -1.924
C -0.540 -0.391 -0.539
N 0.337 0.993 -0.496
C 1.779 0.714 -0.206
C -1.768 -0.197 0.383
H -2.363 -1.808 -1.898
H -1.140 0.595 -2.443
H -0.303 -1.007 -2.516
H 0.071 -1.231 -0.455
H 0.145 1.464 -1.412
H -0.022 1.532 0.394
H 2.272 1.704 -0.146
H 2.312 0.083 -0.932
H 1.957 0.110 0.667
H -1.470 0.195 1.389
H -2.719 0.366 -0.038
H -2.083 -1.106 0.799
H 3.692 -2.585 -1.750
H 3.348 -2.167 -0.323
O 2.933 -2.536 -1.131
H -0.958 1.110 4.975
H 0.388 0.293 5.263
O -0.169 0.570 4.427
H 0.576 1.650 2.655
H 1.637 2.584 2.664
O 0.808 2.397 2.130
H -2.047 -4.999 0.397
H -2.344 -3.553 0.945
O -1.836 -4.011 0.302
H 1.036 3.626 -3.499
H -0.496 3.442 -2.904
O 0.497 3.391 -2.807


Entry 5:
Density functional theory data (ωB97M-V/def2-TZVPD) for C34H47As2FIrN8O13 as an isolated structure.

Computed properties:
HOMO energy (alpha / beta): -14.39 / -13.79 eV
orbital gap (alpha / beta): 7.05 / 3.20 eV
total charge: +3
energy relative to the best compared isomer or geometry (same formula, charge and spin): 0.000 eV
multiplicity: 5

Element x y z (Å)
Ir -0.667 1.721 -0.372
C 0.027 2.979 4.770
N -0.060 1.916 3.737
C -0.166 0.529 4.222
C 0.136 2.151 2.440
N -0.134 1.308 1.491
N 0.631 3.364 2.031
C 1.105 3.714 0.765
N 1.913 4.790 0.726
N 0.827 3.060 -0.326
H -0.137 2.513 5.735
H -0.719 3.802 4.607
H 1.030 3.426 4.786
H -0.239 0.474 5.283
H 0.709 -0.044 3.841
H -1.024 0.010 3.797
H -0.230 0.282 1.683
H 0.811 4.007 2.796
H 2.299 5.120 1.597
H 2.365 5.068 -0.118
H 1.248 3.471 -1.181
C -7.940 -0.227 -2.573
C -7.529 -0.082 -1.103
N -6.089 0.003 -0.733
C -5.531 1.237 -0.430
C -4.149 1.388 -0.246
C -3.637 2.817 0.147
O -4.416 3.740 0.347
O -2.343 2.978 0.327
C -3.292 0.295 -0.374
O -2.025 0.216 -0.065
C -3.871 -0.990 -0.636
C -3.058 -2.103 -0.249
C -3.611 -3.373 -0.297
F -2.831 -4.440 0.023
C -4.981 -3.580 -0.756
C -5.792 -2.457 -0.933
C -5.293 -1.157 -0.769
N -5.568 -4.831 -0.941
C -6.675 -5.298 -0.143
C -7.670 -5.980 -1.103
N -6.985 -6.954 -2.050
C -5.555 -7.199 -1.658
C -4.763 -5.919 -1.562
H -9.016 -0.092 -2.679
H -7.771 -1.257 -2.964
H -7.480 0.501 -3.223
H -7.937 -0.913 -0.534
H -8.089 0.812 -0.767
H -6.198 2.076 -0.331
H -2.027 -1.919 0.030
H -6.857 -2.607 -1.196
H -7.180 -4.439 0.334
H -6.314 -5.972 0.623
H -8.229 -5.256 -1.749
H -8.453 -6.532 -0.578
H -6.913 -6.491 -2.957
H -7.542 -7.811 -2.186
H -5.009 -7.828 -2.422
H -5.645 -7.796 -0.708
H -4.415 -5.553 -2.539
H -3.888 -6.087 -0.935
O -1.057 1.752 -2.094
O 2.529 -0.644 0.981
C 5.854 6.412 -0.321
O 6.035 4.966 -0.135
C 5.098 4.213 -0.789
O 4.102 4.669 -1.348
C 5.421 2.774 -0.628
C 6.554 2.044 -0.461
As 6.644 0.119 -0.019
C 7.025 0.705 1.841
C 4.631 -0.237 -0.115
C 3.765 -0.692 1.053
As 3.810 1.637 -0.440
C 3.298 1.830 -2.322
C 4.494 -1.235 2.399
O 5.489 -1.977 2.423
O 4.015 -0.723 3.563
C 4.755 -1.122 4.794
C 4.290 -1.169 -1.320
O 5.058 -1.971 -1.861
O 3.054 -0.897 -1.962
C 2.299 -2.169 -2.348
C 7.899 2.548 -0.962
O 8.954 2.132 -0.569
O 7.804 3.512 -1.997
C 7.853 2.935 -3.362
H 6.653 6.838 0.282
H 4.907 6.812 -0.010
H 6.038 6.749 -1.397
H 7.763 1.508 1.796
H 7.426 -0.139 2.381
H 6.167 1.091 2.432
H 3.904 1.221 -2.995
H 3.457 2.886 -2.542
H 2.279 1.501 -2.438
H 4.362 -0.444 5.567
H 5.838 -0.943 4.683
H 4.514 -2.196 4.957
H 1.625 -1.922 -3.181
H 1.690 -2.486 -1.474
H 3.033 -2.940 -2.663
H 7.988 3.805 -4.086
H 6.903 2.469 -3.642
H 8.624 2.196 -3.419


Entry 6:
Density functional theory data (ωB97M-V/def2-TZVPD) for a 2-piece molecular cluster, C2H8N2S overall.

Computed properties:
HOMO energy: -8.33 eV
orbital gap: 9.13 eV
energy relative to the best compared isomer or geometry (same formula, charge and spin): 0.579 eV
multiplicity: 1

Element x y z (Å)
C -0.031 1.298 -1.396
C 0.066 0.336 -0.498
N 0.083 0.663 0.899
N -0.043 1.065 -2.789
H -0.113 2.323 -1.061
H 0.113 -0.722 -0.768
H 0.895 0.312 1.385
H -0.743 0.301 1.356
H 0.797 0.615 -3.120
H -0.226 1.898 -3.325
S -0.303 -2.103 3.260
H -0.834 -2.833 2.274
H 0.339 -3.153 3.784


Entry 7:
Density functional theory data (ωB97M-V/def2-TZVPD) for C15H22B3Ca2F21N4O9S3 as an isolated structure.

Computed properties:
HOMO energy: -9.59 eV
orbital gap: 9.19 eV
energy relative to the best compared isomer or geometry (same formula, charge and spin): 0.000 eV
multiplicity: 1

Element x y z (Å)
Ca 13.909 -0.412 -15.795
Ca 11.818 -1.359 -10.968
C 9.234 2.277 -13.392
C 10.417 3.194 -13.224
N 10.477 4.091 -14.404
C 11.344 3.945 -15.449
C 11.077 4.980 -16.312
N 10.127 5.792 -15.709
C 9.801 5.237 -14.545
C 9.478 6.926 -16.390
H 9.241 1.541 -12.586
H 9.188 1.714 -14.322
H 8.294 2.787 -13.165
H 11.289 2.548 -13.137
H 10.393 3.875 -12.374
H 12.026 3.135 -15.653
H 11.498 5.280 -17.257
H 9.059 5.648 -13.880
H 8.665 7.238 -15.739
H 9.113 6.567 -17.350
H 10.192 7.728 -16.566
C 13.266 -9.357 -14.724
C 12.093 -8.639 -14.058
N 12.009 -7.244 -14.427
C 12.672 -6.223 -13.828
C 12.285 -5.074 -14.461
N 11.442 -5.378 -15.501
C 11.242 -6.729 -15.425
C 10.649 -4.465 -16.318
H 12.973 -9.644 -15.734
H 13.505 -10.295 -14.220
H 14.221 -8.832 -14.712
H 12.047 -8.849 -12.990
H 11.181 -9.113 -14.424
H 13.234 -6.385 -12.924
H 12.444 -4.012 -14.346
H 10.551 -7.251 -16.067
H 10.881 -3.439 -16.036
H 9.566 -4.531 -16.221
H 10.870 -4.557 -17.379
B 14.214 2.014 -16.754
F 14.443 1.891 -15.373
F 12.903 1.524 -16.980
F 14.243 3.342 -17.101
F 15.089 1.220 -17.419
B 14.247 -0.468 -12.349
F 13.375 0.410 -11.731
F 13.612 -1.694 -12.267
F 14.441 -0.120 -13.704
F 15.437 -0.401 -11.623
B 11.335 -0.612 -14.446
F 12.110 -1.698 -14.838
F 11.907 0.535 -14.965
F 10.069 -0.684 -14.998
F 11.417 -0.526 -13.067
C 10.508 -0.952 -18.995
F 9.596 -1.551 -18.240
F 10.105 -1.091 -20.269
F 10.608 0.343 -18.703
S 12.189 -1.824 -18.781
O 12.649 -1.338 -17.466
O 11.844 -3.236 -18.904
O 12.999 -1.288 -19.876
C 8.279 1.395 -9.374
F 7.963 2.208 -10.383
F 7.833 1.961 -8.257
F 7.745 0.200 -9.517
S 10.230 1.211 -9.291
O 10.671 2.620 -9.288
O 10.482 0.464 -8.048
O 10.598 0.415 -10.488
C 8.044 -2.962 -12.202
F 8.041 -2.252 -11.077
F 6.955 -3.721 -12.240
F 8.071 -2.070 -13.185
S 9.652 -3.965 -12.178
O 9.608 -4.715 -13.406
O 10.722 -2.964 -12.117
O 9.640 -4.785 -10.970


Number 1: calculated total energy -2509.61955 hartree. Number 2: calculated total energy -14188.01388 hartree. Number 3: calculated total energy -1823.71349 hartree. Number 4: calculated total energy -671.46331 hartree. Number 5: calculated total energy -7414.61242 hartree. Number 6: calculated total energy -588.65861 hartree. Number 7: calculated total energy -6203.53364 hartree.